Entry from the OMol25 dataset: a 8-piece molecular cluster, C26H52Br4O10 overall in a non-equilibrium geometry (wB97M-V/def2-TZVPD).

Geometry as XYZ:
```
92
C26H52Br4O10, DFT wB97M-V/def2-TZVPD
C -14.596 11.091 -11.819
H -22.314 13.184 -5.411
C -18.727 8.668 -14.683
H -11.237 7.674 -11.714
H -16.707 8.386 -11.549
C -9.324 3.622 -10.673
H -13.451 6.407 -7.092
C -20.507 11.791 -8.849
H -14.209 6.653 -10.051
H -18.192 6.818 -13.840
C -21.214 10.658 -16.446
H -13.829 5.136 -9.131
C -16.547 9.431 -11.284
C -11.507 11.686 -12.952
H -12.357 11.982 -13.566
C -21.777 12.453 -6.019
C -14.910 15.094 -9.433
O -21.638 11.558 -9.187
O -20.132 12.600 -7.875
H -19.907 7.132 -13.735
O -10.733 5.218 -11.698
H -10.655 3.261 -12.324
C -21.088 13.281 -7.051
Br -16.116 6.126 -8.552
H -15.881 14.715 -9.130
H -8.506 4.150 -11.168
C -19.813 10.130 -16.182
H -11.763 10.719 -12.515
H -21.771 13.749 -7.773
H -10.706 11.606 -15.790
H -15.620 15.188 -11.514
C -11.753 5.661 -12.413
Br -11.492 7.071 -8.620
H -21.827 10.857 -15.573
H -20.607 10.261 -12.576
Br -14.905 17.606 -10.859
H -16.529 11.598 -14.291
O -19.566 12.247 -13.742
H -20.421 12.915 -11.941
C -14.880 15.628 -10.855
H -15.312 11.864 -11.551
H -21.067 11.572 -17.026
C -18.926 7.597 -13.654
H -20.643 14.189 -6.642
C -21.332 11.071 -12.609
H -11.437 3.476 -10.718
H -18.730 10.517 -8.758
H -21.092 11.784 -5.499
C -19.271 11.144 -9.470
H -19.393 9.725 -17.103
C -17.250 12.398 -14.398
H -13.615 11.311 -11.405
O -18.021 12.729 -12.182
H -18.603 11.937 -9.798
C -10.654 3.824 -11.391
H -9.026 2.587 -10.516
H -22.573 11.815 -6.408
O -9.182 11.990 -13.156
H -19.221 10.960 -15.801
H -19.544 10.442 -10.255
C -10.202 11.619 -13.691
H -9.098 11.021 -15.435
Br -13.847 13.420 -9.348
H -21.465 12.988 -13.422
H -17.085 9.561 -10.343
H -22.101 10.798 -13.332
H -14.376 10.985 -12.882
C -20.697 12.440 -12.878
O -14.281 8.996 -10.760
O -17.631 8.999 -15.026
H -17.726 12.358 -15.377
C -13.371 6.891 -8.063
C -14.206 6.155 -9.088
H -10.491 9.980 -15.037
H -9.328 4.091 -9.685
C -11.759 7.181 -12.527
C -15.072 9.780 -11.221
C -18.326 12.435 -13.316
O -12.599 5.041 -13.013
O -19.900 9.135 -15.164
H -21.801 9.998 -17.089
H -16.896 13.424 -14.285
H -12.786 7.527 -12.626
H -13.687 7.918 -7.902
H -18.820 8.080 -12.683
H -11.299 12.403 -12.158
H -14.484 15.754 -8.687
C -10.127 11.006 -15.085
H -13.890 15.381 -11.229
H -11.392 7.341 -13.545
H -21.890 11.143 -11.672
H -17.079 10.052 -12.008
```

Properties
- SMILES: CCOC(C)=O.CCOC(C)=O.CCOC(C)=O.CCOC(C)=O.CC(C)=O.CC(C)=O.BrCCBr.BrCCBr
- F_max: 2.29 eV Å⁻¹
- LUMO: 0.4 eV
- Highest occupied orbital energy: -9.6 eV
- Frontier orbital gap: 9.94 eV

Results of the Mulliken charge analysis, in e, for atoms 1 through 5: atom 1 (C): -0.698, atom 2 (H): 0.357, atom 3 (C): 0.848, atom 4 (H): 0.267, atom 5 (H): 0.357

Entry from the OMol25 dataset: a 4-piece molecular cluster, C26H52F7N3O8 overall in a non-equilibrium geometry (wB97M-V/def2-TZVPD).

Geometry as XYZ:
```
96
C26H52F7N3O8, DFT wB97M-V/def2-TZVPD
H 0.855 0.532 -1.265
O -5.597 1.952 -1.705
H -1.807 1.954 -0.642
C -6.944 4.841 -1.969
C 2.280 -5.553 -1.062
H 2.112 -3.247 1.233
O -2.536 2.746 1.177
H -1.701 0.352 -2.251
C -6.780 3.921 -0.763
H -4.606 3.051 -3.168
O 6.514 0.223 3.671
H 6.356 -2.329 5.987
H 7.161 -1.743 3.721
H -5.368 2.615 0.176
H 1.461 0.483 -2.919
H -6.681 4.557 0.122
C -1.948 3.929 1.017
H -0.757 -2.301 -3.353
C 4.685 0.559 -0.308
N 3.874 -0.846 4.219
H 2.022 -7.603 -1.542
H 4.862 0.404 0.755
N -8.000 3.126 -0.601
H 2.067 -5.326 -2.110
O -2.057 4.384 -0.291
C -1.741 -1.172 -0.699
C -1.250 5.449 -0.643
C 6.251 -1.158 3.527
F -0.468 6.555 -2.569
H -1.692 -2.268 -0.696
C 5.385 -1.852 5.840
H 5.389 -0.898 6.366
N 0.222 -6.927 -0.761
C -1.718 -0.736 -2.163
H 6.653 0.757 5.678
F 0.032 3.677 -2.542
H 8.029 -0.183 5.039
H 1.690 -4.892 1.714
F -2.579 6.004 -2.522
C -5.350 2.259 -3.066
C -5.517 3.052 -0.813
C 0.784 -1.405 -2.185
F -0.822 4.653 -4.269
H -4.969 1.355 -3.543
H -3.843 -1.297 -0.472
H 7.799 1.512 4.567
O 1.718 -4.483 -0.328
H -3.969 0.835 1.084
H 4.136 0.114 4.424
C 7.283 0.581 4.804
O 2.778 -0.255 -1.490
O 2.436 1.120 0.270
C -3.357 0.714 0.187
H 1.666 -7.063 1.431
H 4.828 -2.672 3.958
H -0.093 -6.181 -0.146
H 5.096 1.502 -0.654
F 0.026 5.259 -0.295
H -6.002 5.331 -2.225
H 3.373 -5.557 -0.949
H 1.488 -1.999 -2.778
H 5.110 -0.293 -0.838
H -2.640 -1.101 -2.623
F -1.685 6.586 -0.090
C -1.044 4.310 -2.993
C 2.165 -7.523 0.578
C 3.180 0.532 -0.472
H 0.685 -1.935 -1.238
H 6.002 -1.295 2.471
H -7.949 2.602 0.268
C -2.141 1.624 0.336
H -7.297 4.300 -2.847
C -1.334 5.606 -2.188
F -2.083 3.482 -2.969
H -8.008 2.414 -1.327
H -0.847 -0.851 -0.162
H -0.105 -6.651 -1.683
C 1.687 -6.933 -0.745
C -3.027 -0.792 0.048
H 3.242 -7.397 0.702
H -0.352 -0.643 -3.822
O -1.541 4.600 1.904
H -7.679 5.615 -1.752
C 2.237 -4.300 0.976
H 4.627 -2.476 6.313
H -1.341 1.106 0.865
H -3.981 1.016 -0.656
H 3.582 -0.824 3.246
H -2.969 -1.224 1.050
H -6.266 2.551 -3.583
C 5.070 -1.681 4.357
C 1.450 -0.052 -1.967
H 3.301 -4.549 1.022
C -0.527 -1.306 -2.970
H -4.628 3.659 -1.033
H 1.943 -8.589 0.613
```

Properties
- SMILES: CC(=O)OCCCCCCCCOC(=O)OC(F)(F)C(F)(F)C(F)(F)F.COC[C@@H](C)N.COC[C@@H](C)N.COC[C@@H](C)N
- F_max: 1.37 eV Å⁻¹
- LUMO: 0.5 eV
- Highest occupied orbital energy: -9.3 eV
- Frontier orbital gap: 9.80 eV

Results of the Mulliken charge analysis, in e, for atoms 1 through 5: atom 1 (H): 0.173, atom 2 (O): -0.458, atom 3 (H): -0.167, atom 4 (C): -1.392, atom 5 (C): -0.808

Entry from the OMol25 dataset: C26H52FeN2O6P2SeSi2 as an isolated structure (wB97M-V/def2-TZVPD).

Geometry as XYZ:
```
92
C26H52FeN2O6P2SeSi2, DFT wB97M-V/def2-TZVPD
C 3.923 1.881 -1.438
H 2.665 0.533 4.463
O -1.000 -0.292 -1.635
C -3.243 1.551 1.936
H 2.411 -4.571 -1.597
H -0.360 -4.536 -0.110
C 4.092 1.265 1.006
O 1.239 0.217 0.059
H 0.826 -4.791 -2.353
H 1.693 -1.375 -3.075
H 2.547 -2.185 3.601
H 4.294 0.450 1.701
H 0.998 -1.181 6.056
H -4.003 -3.849 0.448
O 1.999 -2.199 -0.573
H 0.871 -1.919 -5.224
H -0.137 3.725 -2.349
H -4.018 2.002 2.557
H 0.145 -2.516 -1.479
H -0.091 3.230 3.611
C -0.695 2.812 -2.144
C -0.941 2.772 -0.644
H -0.345 -2.118 5.422
H 0.914 -1.194 -6.834
C -3.337 -3.156 0.941
C 4.315 0.828 -0.423
H 5.352 0.536 -0.572
C 0.327 -1.278 -5.919
C -1.681 -1.304 2.178
H -1.272 3.774 -0.373
C -1.996 -2.509 2.838
H -2.436 1.833 -3.049
H 2.863 2.136 -1.356
Si -1.643 1.414 2.948
H 4.145 1.560 -2.457
C -0.747 0.986 -6.235
H -1.598 -2.694 3.825
Se -3.368 4.207 0.814
O 3.608 -0.436 -0.678
H 3.066 1.602 1.149
O -0.658 -0.073 -4.083
H -2.375 1.390 -1.045
C -0.818 -0.207 2.586
H -0.622 -1.758 -6.158
C 1.677 -2.002 2.964
C -2.267 1.595 4.713
H -2.664 3.522 -2.571
N -2.155 -1.108 0.924
H 1.322 1.666 4.507
H 2.116 1.306 2.971
H 1.221 -4.378 0.682
H -2.926 0.763 4.979
C 0.124 -1.133 5.401
C 1.783 0.874 3.914
H -3.579 0.535 1.722
N -1.956 1.775 -0.206
H -3.108 -4.324 2.739
H 0.002 2.590 -0.129
H -0.013 -3.132 0.905
H -1.751 0.575 -6.340
H 0.336 2.667 2.001
H 1.033 0.591 -5.108
C 0.416 -3.831 0.190
C 0.942 -3.114 -1.028
Fe -0.835 0.161 0.411
C -3.138 2.288 0.610
C 0.085 0.097 -5.340
O 0.254 1.772 -2.540
H -3.271 -1.750 -0.691
H -1.450 1.615 5.437
P -0.062 0.237 -2.670
C -2.834 -3.410 2.227
C -0.504 2.893 2.659
H -1.039 3.752 2.240
Si 0.654 -0.599 3.677
H -4.025 2.071 0.003
H 2.042 -1.765 1.963
H -1.732 3.120 -4.014
H 2.281 0.293 -3.024
C -2.952 -1.997 0.314
C 1.563 -4.050 -2.042
H 1.913 -3.530 -2.934
H -2.833 2.523 4.835
H -0.291 1.039 -7.223
P 2.076 -0.662 -0.813
H -0.580 -0.426 5.841
H 1.118 -2.938 2.905
H -0.818 1.998 -5.839
C 1.604 -0.421 -2.556
H 4.496 2.788 -1.245
H 4.766 2.090 1.238
C -1.953 2.810 -2.994
```

Properties
- ⟨S²⟩: 0.753
- F_max: 0.80 eV Å⁻¹
- LUMO (alpha / beta): -1.8 / -4.3 eV
- 2S+1: 2
- Highest occupied orbital energy (alpha / beta): -9.9 / -9.9 eV
- Frontier orbital gap (alpha / beta): 8.10 / 5.61 eV
- Charge: +1

Results of the Mulliken charge analysis, in e, for atoms 1 through 5: atom 1 (C): -1.144, atom 2 (H): 0.385, atom 3 (O): -0.894, atom 4 (C): -0.928, atom 5 (H): 0.338

Look up the F_max of the second one. 1.37 eV Å⁻¹

Number 1 is which compound? C26H52Br4O10

Which formula does entry 1 have? C26H52Br4O10